This record from the Open Molecules 2025 dataset describes a molecular structure, C19H25N2PtSSb. The level of theory is the ωB97M-V functional and the def2-TZVPD basis.

## Properties
HOMO level (spin up / spin down): -14.4 / -15.4 eV
Molecular weight: 630.33 g mol⁻¹
Energy: -43688.96373 eV
Relative energy (zero: lowest compared OMol25 entry of this formula, charge and spin): 0.00 kcal per mole
Multiplicity: 5
Gap between HOMO and LUMO (spin up / spin down): 0.291 / 0.195 Eh
Charge: +2
F_max: 0.0173 hartree/bohr

XYZ file:
```
49
C19H25N2PtSSb the ωB97M-V functional and the def2-TZVPD basis
Pt -0.08174 -0.47396 0.17896
N -0.36073 1.50156 1.34155
C 0.43063 1.32676 2.50530
C -0.16965 1.40304 3.75614
C 0.60251 1.31498 4.90461
C 1.98271 1.16595 4.81360
C 2.58188 1.09091 3.57336
C 1.82993 1.11217 2.37558
C 2.49951 0.88490 1.10227
C 3.85462 1.28163 0.94847
C 4.52866 1.05884 -0.22827
C 3.89329 0.38007 -1.27314
C 2.57864 -0.05149 -1.14101
C 1.85670 0.20579 0.01428
H -1.31941 1.76565 1.55045
H 0.03787 2.16513 0.68121
H -1.23224 1.58527 3.83586
H 0.13234 1.40104 5.87351
H 2.57469 1.10942 5.71294
H 3.64824 0.93806 3.50565
H 4.33885 1.81858 1.75081
H 5.54539 1.40052 -0.35483
H 4.43276 0.18490 -2.18994
H 2.12502 -0.59482 -1.96232
C -3.75427 -3.27514 0.58093
C -2.41341 -3.97611 0.65290
Sb -0.85475 -2.74868 1.43713
C -1.42067 -2.26001 3.45454
C -1.73925 -3.49442 4.28192
C 0.96242 -3.87584 1.47282
C 0.72705 -5.36121 1.68188
H -4.51501 -3.97338 0.23477
H -3.72925 -2.43929 -0.11899
H -4.07284 -2.90158 1.55482
H -2.06910 -4.32538 -0.31781
H -2.42732 -4.82823 1.33934
H -2.28423 -1.59500 3.39242
H -0.59580 -1.69059 3.88884
H -2.54574 -4.07918 3.84185
H -2.06107 -3.20000 5.28108
H -0.86808 -4.13571 4.39421
H 1.58725 -3.44223 2.25364
H 1.44226 -3.69058 0.51168
H 0.23425 -5.57100 2.62964
H 1.68499 -5.88236 1.68558
H 0.12746 -5.78641 0.87771
S -1.44743 -0.12250 -1.75202
C -0.80694 -1.66944 -1.91845
N -0.40627 -2.75167 -1.82817
```